# 1
The following is a DFT calculation (ωB97M-V/def2-TZVPD) of C16H16N2OS in the gas phase.

```
36
Properties=species:S:1:pos:R:3:mulliken_charge:R:1
C -0.5051 -2.8324 2.9615 -0.784
O -1.1855 -3.8205 2.2292 -0.449
C -1.5638 -3.5358 0.9497 0.684
C -2.2343 -4.5552 0.2728 -0.599
C -2.6550 -4.3598 -1.0255 -0.421
C -2.4146 -3.1566 -1.6698 -0.812
C -1.7526 -2.1374 -1.0049 0.272
C -1.5060 -0.8082 -1.6729 -0.611
N -0.1676 -0.3576 -1.4443 -0.547
C 0.1037 0.7383 -0.8924 0.485
N 1.4208 1.0643 -0.6935 -0.218
C 1.9315 2.3400 -0.4902 0.590
C 3.1724 2.6910 -1.0138 -0.727
C 3.6750 3.9614 -0.8102 -0.604
C 2.9423 4.8970 -0.0975 -0.611
C 1.7137 4.5486 0.4352 -0.773
C 1.2105 3.2692 0.2644 0.864
C -0.0695 2.8226 0.8801 -0.877
S -1.1104 1.9513 -0.3437 -0.207
C -1.3309 -2.3288 0.3053 -0.184
H 0.4430 -2.5598 2.4855 0.335
H -0.3041 -3.2734 3.9369 0.232
H -1.1178 -1.9340 3.0912 0.322
H -2.4098 -5.4863 0.7878 0.435
H -3.1726 -5.1533 -1.5439 0.358
H -2.7439 -3.0117 -2.6879 0.354
H -2.2449 -0.0738 -1.3072 0.294
H -1.6394 -0.9119 -2.7541 0.336
H 2.0447 0.4042 -1.1413 0.280
H 3.7327 1.9629 -1.5825 0.342
H 4.6381 4.2261 -1.2195 0.371
H 3.3301 5.8932 0.0485 0.386
H 1.1437 5.2676 1.0051 0.361
H 0.1088 2.1231 1.7013 0.341
H -0.6684 3.6573 1.2399 0.430
H -0.8149 -1.5213 0.8006 0.352
```

Computed properties:
LUMO energy = 0.6 eV
E = -1202.2394 hartree

***

# 2
The following is a DFT calculation (ωB97M-V/def2-TZVPD) of a molecular structure, C16H16N4PtS6.

```
43
Properties=species:S:1:pos:R:3:mulliken_charge:R:1
Pt -1.9500 1.2061 -0.2463 0.620
N -3.5223 -0.2057 -0.1462 -0.534
C -3.3930 -1.0052 1.0630 0.623
C -4.2373 -2.0359 1.3583 -0.445
C -4.0547 -2.7878 2.5360 -0.657
C -3.0279 -2.4932 3.3880 -0.960
C -2.1402 -1.4323 3.1031 1.129
C -1.0460 -1.0837 3.9365 -0.568
C -0.2296 -0.0608 3.5724 -0.747
C -0.4887 0.6402 2.3757 0.003
N -1.5039 0.3603 1.5960 -0.009
C -2.3303 -0.6813 1.9323 -0.671
H -3.4674 -0.7984 -0.9706 0.413
H -4.4268 0.2579 -0.1710 0.396
H -5.0472 -2.2795 0.6811 0.455
H -4.7307 -3.6025 2.7551 0.389
H -2.8768 -3.0702 4.2914 0.405
H -0.8717 -1.6466 4.8447 0.417
H 0.6301 0.2222 4.1615 0.410
H 0.1568 1.4520 2.0707 0.338
S 1.0244 5.5723 -5.1449 -0.257
C 0.3128 4.6256 -4.0124 0.115
S 0.9454 4.4091 -2.4126 -0.076
C -0.2812 3.3065 -1.8385 0.161
C -1.2560 2.9930 -2.7043 0.230
S -2.5531 1.8964 -2.3138 -0.451
S -1.1535 3.7431 -4.2784 -0.109
S -0.2100 2.6537 -0.2145 -0.707
C 4.3177 -2.3549 -0.6018 -0.923
N 3.7417 -1.0754 -0.9295 0.009
C 4.0021 -0.4575 -2.2260 -0.612
C 3.1565 0.8125 -2.1421 -0.580
N 2.1320 0.3939 -1.1950 0.157
C 2.5665 -0.6241 -0.4240 0.143
S 1.7735 -1.2414 0.9212 -0.383
H 5.3980 -2.3074 -0.7378 0.291
H 3.9143 -3.1496 -1.2387 0.328
H 4.0903 -2.5877 0.4348 0.315
H 3.6647 -1.1135 -3.0373 0.315
H 5.0646 -0.2565 -2.3586 0.381
H 2.7237 1.1015 -3.0975 0.353
H 3.7359 1.6534 -1.7494 0.270
H 1.4473 1.0514 -0.8307 0.021
```

Computed properties:
LUMO energy = -0.9 eV
E = -3346.8793 hartree

***

# 3
The following is a DFT calculation (ωB97M-V/def2-TZVPD) of C16H16N6O5S in the gas phase at a distorted geometry.

```
44
Properties=species:S:1:pos:R:3:mulliken_charge:R:1
C -2.3099 -3.1818 2.1381 -0.779
O -2.1852 -1.7764 1.7017 -0.432
C -0.9356 -1.1326 1.8396 -0.186
C -0.8774 0.0337 1.0956 -0.159
C 0.2388 0.8172 0.9544 0.174
N 0.2413 1.9836 0.2271 0.038
C -0.8401 2.7661 0.0426 0.481
O -1.7564 2.7904 0.8510 -0.592
C -0.7608 3.9740 -1.0017 -1.013
S -1.6444 3.6369 -2.6534 -0.182
C -0.6960 2.2839 -3.1315 0.176
N 0.5469 2.2550 -3.6376 -0.645
C 0.8402 0.8870 -3.8108 1.010
N 1.9651 0.3160 -4.3566 -0.681
C 1.9735 -1.0293 -4.5911 -0.246
N 0.9723 -1.8117 -4.2736 -0.654
C -0.0825 -1.2719 -3.7189 0.220
N -0.9820 -2.2351 -3.3632 -0.553
C -0.1971 0.0764 -3.4124 0.267
N -1.1282 0.9998 -2.9948 0.066
C 1.4116 0.5742 1.7402 -0.063
C 2.5808 1.4666 1.7972 0.544
O 3.5531 1.0150 2.4335 -0.615
O 2.4931 2.7815 1.4503 -0.462
C 1.3295 -0.6170 2.5319 -0.367
C 0.2184 -1.5170 2.5523 0.496
O 0.3465 -2.5677 3.3907 -0.507
C 0.0857 -2.2425 4.7203 -0.902
H -1.4281 -3.6697 1.8407 0.378
H -2.3086 -3.2194 3.2120 0.248
H -3.1977 -3.6262 1.7036 0.276
H -1.8105 0.2311 0.6065 0.598
H 1.0642 2.1385 -0.2904 0.356
H -1.2419 4.8390 -0.6382 0.455
H 0.2277 4.1325 -1.2742 0.375
H 2.8713 -1.3183 -5.0687 0.421
H -0.6057 -3.1297 -3.6972 0.319
H -1.2682 -2.1655 -2.4598 0.219
H -1.9551 0.6365 -2.5916 0.192
H 3.3403 3.3019 1.7261 0.385
H 2.1864 -0.9346 3.2181 0.328
H 0.8884 -2.0625 5.3553 0.361
H -0.6332 -3.0782 5.1010 0.245
H -0.5305 -1.3499 4.7360 0.412
```

Computed properties:
LUMO energy = -0.1 eV
E = -1722.1841 hartree

***

# 4
The following is a DFT calculation (ωB97M-V/def2-TZVPD) of C16H16N6OS in the gas phase.

```
40
Properties=species:S:1:pos:R:3:mulliken_charge:R:1
C -4.5277 -1.0865 -2.4118 -1.211
C -3.6765 -0.7672 -1.2270 0.823
C -3.0875 -1.7614 -0.4496 -0.808
C -2.3333 -1.3578 0.6471 0.968
C -1.6769 -2.3406 1.5598 -1.559
N -2.1730 -0.0699 0.9272 -0.164
C -2.7521 0.7970 0.1157 0.125
S -2.5704 2.5056 0.4512 -0.200
C -1.2192 2.4757 1.6854 -0.753
C 0.0745 2.3566 0.9555 0.577
N 0.5430 3.4431 0.3614 -0.691
C 1.6643 3.2653 -0.3392 0.359
N 2.1869 4.3321 -0.9591 -0.353
N 2.3067 2.0989 -0.4512 -0.625
C 1.7713 1.0705 0.2134 0.467
C 2.4334 -0.2243 0.1639 0.544
C 1.8780 -1.2867 0.8831 -0.541
C 2.4633 -2.5319 0.8749 -0.799
C 3.6261 -2.7385 0.1403 -0.325
C 4.1921 -1.7065 -0.5754 -0.714
C 3.6118 -0.4360 -0.5776 0.331
O 4.2070 0.5303 -1.2894 -0.697
N 0.6495 1.1673 0.9281 -0.355
N -3.5012 0.5152 -0.9385 -0.508
H -3.9603 -1.6688 -3.1358 0.322
H -4.8676 -0.1642 -2.8727 0.339
H -5.3893 -1.6766 -2.1037 0.301
H -3.2183 -2.8058 -0.6837 0.412
H -2.3946 -3.0912 1.8856 0.489
H -0.8701 -2.8476 1.0320 0.228
H -1.2692 -1.8244 2.4238 0.347
H -1.2850 3.4240 2.2131 0.474
H -1.3815 1.6170 2.3315 0.378
H 2.9983 4.2289 -1.5404 0.224
H 1.6825 5.1991 -0.9261 0.248
H 0.9779 -1.0867 1.4415 0.601
H 2.0274 -3.3435 1.4378 0.410
H 4.0919 -3.7129 0.1301 0.385
H 5.0946 -1.8505 -1.1486 0.437
H 3.6733 1.3528 -1.1724 0.513
```

Computed properties:
LUMO energy = 0.2 eV
E = -1421.3625 hartree

***

Calculated molecular weight in order - 284.38 651.81 404.41 340.41 u
Calculated frontier orbital gap in order - 8.80 5.92 8.84 8.62 eV
Calculated HOMO in order - -8.2 -6.8 -8.9 -8.5 eV